ORCA calculation (ωB97M-V/def2-TZVPD) on a cluster of 5 separate species, C21H43IN4O10S in total at a distorted geometry.

Atoms and positions in Å:
C -0.58970 -0.13686 3.96622
C -1.98395 -0.87306 3.50040
O -2.12371 -2.20275 3.75761
O -3.14173 -0.21736 2.86131
C -2.86502 0.10888 1.44974
C -2.36174 1.66693 1.38112
C -1.57306 2.07483 -0.00965
C -0.07749 2.69150 0.25259
C 1.16770 1.71525 -0.17019
C 0.85201 0.10846 -0.10822
O 1.97336 -0.58777 0.60677
S 1.44592 -2.22988 0.38100
O 0.28275 -2.70908 1.32956
O 2.48214 -3.36113 0.58506
O 0.64298 -2.11350 -1.15576
C 0.86945 -0.71747 -1.56184
I -0.18944 0.13326 -3.27634
H 0.35530 -0.47068 3.31912
H -0.65553 1.05126 3.97371
H -0.35215 -0.45783 5.06897
H -3.89977 0.05829 0.86357
H -2.14803 -0.67248 0.95586
H -3.34586 2.33610 1.46866
H -1.67368 2.00666 2.27210
H -2.21429 2.96130 -0.48868
H -1.62498 1.19568 -0.77997
H 0.00989 3.10094 1.36551
H 0.01617 3.66486 -0.43256
H 2.03226 1.91614 0.62829
H 1.65820 1.96889 -1.21794
H -0.05255 -0.18136 0.61036
H 1.99841 -0.60202 -1.88080
C -0.42102 0.91363 8.62490
C -0.46734 -0.29598 7.73342
O 0.03311 -0.29895 6.61062
N -1.08808 -1.41611 8.20123
C -1.73152 -1.61571 9.47740
H 0.10554 1.72375 8.11279
H -1.43590 1.25063 8.85196
H 0.11858 0.67938 9.54642
H -1.07686 -2.18650 7.54235
H -1.23376 -2.44792 9.98149
H -2.77542 -1.88130 9.29280
H -1.68774 -0.72809 10.10988
C -2.72596 1.95036 -7.05117
C -3.21033 1.27039 -5.80095
O -2.81871 1.60202 -4.68390
N -4.11219 0.25593 -5.92892
C -4.69102 -0.27963 -7.13748
H -2.01279 2.73574 -6.78587
H -2.22015 1.22871 -7.69806
H -3.56671 2.41070 -7.57697
H -4.38876 -0.15002 -5.04210
H -5.77637 -0.16990 -7.07101
H -4.44087 -1.34211 -7.19117
H -4.32801 0.22588 -8.03331
C -0.05766 -1.69014 -6.87955
C 0.09224 -1.50596 -8.36401
O -0.81995 -1.06966 -9.06309
N 1.28430 -1.83854 -8.93607
C 2.46807 -2.36173 -8.29778
H -1.06131 -1.38202 -6.57365
H 0.07524 -2.74311 -6.61748
H 0.67036 -1.07005 -6.34973
H 1.30558 -1.68577 -9.93804
H 3.29073 -1.66796 -8.48849
H 2.70049 -3.32725 -8.75394
H 2.34039 -2.48835 -7.22191
C 3.81413 0.89321 4.56775
C 3.96403 1.07739 3.08328
O 3.05184 1.51369 2.38421
N 5.15609 0.74482 2.51122
C 6.33986 0.22162 3.14952
H 2.81048 1.20133 4.87364
H 3.94703 -0.15976 4.82982
H 4.54215 1.51330 5.09757
H 5.17736 0.89758 1.50925
H 7.16252 0.91539 2.95881
H 6.57228 -0.74390 2.69335
H 6.21217 0.09500 4.22539

Results
Structure (SMILES) = CC(=O)OCCCCC[C@@H]1OS(=O)(=O)O[C@H]1I.CNC(C)=O.CNC(C)=O.CNC(C)=O.CNC(C)=O
Total charge = 0
Energy = -67838.3837 eV
Multiplicity = 1

Now the Mulliken charges, all in e: C -0.2659; C 0.5112; O -0.5631; O -0.3497; C -0.4304; C -0.3209; C -0.1040; C -0.6164; C -0.3790; C 1.0127; O -0.2484; S 0.9709; O -0.4964; O -0.5760; O -0.3172; C -0.3913; I 0.1914; H 0.0126; H 0.1626; H 0.3137; H 0.2604; H 0.2925; H 0.3146; H -0.0165; H 0.3623; H -0.0197; H 0.3204; H 0.3061; H 0.1073; H 0.2830; H -0.5219; H 0.3576; C -1.3731; C 0.8073; O -0.6589; N -0.1665; C -0.8904; H 0.2721; H 0.3776; H 0.3934; H 0.2505; H 0.2982; H 0.2946; H 0.3423; C -1.1912; C 0.7321; O -0.6436; N -0.1444; C -0.8437; H 0.2563; H 0.3086; H 0.3808; H 0.2357; H 0.3087; H 0.2751; H 0.3273; C -0.9928; C 0.7001; O -0.6684; N -0.1694; C -0.8104; H 0.1648; H 0.3757; H 0.2761; H 0.2443; H 0.2752; H 0.2752; H 0.3161; C -1.3822; C 0.7802; O -0.6380; N -0.1460; C -0.9056; H 0.2518; H 0.3720; H 0.4223; H 0.2159; H 0.2989; H 0.2850; H 0.3480